1.
The following is a quantum chemistry calculation of a molecular structure, C6H10N2 at a distorted geometry, from the OMol25 dataset.

Structure (XYZ):
```
18
Properties=species:S:1:pos:R:3:forces:R:3
C -1.9368 -0.5994 -0.4533 -2.8011 -1.7693 4.0753
C -0.5083 0.7133 -0.0075 0.0510 2.0676 -2.4249
C 0.9207 0.9141 0.2617 0.5968 3.3512 4.1269
C 1.3939 -0.3758 1.0076 -1.9853 0.1456 -0.3413
C 1.5561 0.3527 -0.9061 1.2522 -1.4556 -2.2819
C -0.4687 -0.8109 -0.0525 0.7626 1.7179 -3.4534
H -2.6989 -1.3704 0.2416 1.7844 1.8118 -2.9570
H -2.2122 -0.2826 -1.4685 -0.0393 -0.3136 0.3916
H -2.5785 1.2024 0.3584 -0.1582 2.0209 -0.2786
H -0.7371 1.4274 -1.0000 1.1290 -2.3087 1.0733
H 1.1548 1.9409 0.5276 0.5325 0.1545 0.4660
H 1.0826 -0.7178 2.0428 -1.0447 0.2263 -1.5649
H 2.3893 -0.5631 1.0952 3.1831 0.2100 -0.2927
H 1.3763 0.7338 -2.0006 0.1486 -0.8571 2.1651
H 2.6579 0.3001 -0.5888 -1.3338 0.0575 -1.6379
H -0.4713 -1.3435 0.8451 -0.8656 -0.0979 1.5457
N -1.7857 0.6521 0.5599 -2.1697 -3.7305 0.6728
N 0.9708 -1.0080 -0.4388 0.9576 -1.2306 0.7159
```
Forces are in eV/Å.

## Properties
* Kohn-Sham gap: 0.34948 hartree
* HOMO energy: -0.310 Eh
* E: -9356.1481 eV

Löwdin population analysis, charges in e, atoms 1 to 2: -0.07 -0.39

---

2.
The following is a quantum chemistry calculation of a single C6H10N2 molecule at a distorted geometry, from the OMol25 dataset.

Structure (XYZ):
```
18
Properties=species:S:1:pos:R:3:forces:R:3
C -0.3258 1.6336 0.1886 0.7983 2.2600 3.1830
C 0.9779 0.7254 0.3095 3.6448 -0.6481 2.3812
C 2.3446 0.1108 -0.2220 -1.7942 1.4881 -4.3886
C 0.1201 -1.4955 0.1736 4.4668 -5.5922 -3.2079
C -0.9688 -0.6565 0.4846 -4.5962 -1.1075 3.0148
C -1.0790 0.5410 -0.3294 -0.2351 -0.2062 -3.6451
H -0.6933 1.8611 1.2371 0.8984 -0.1479 -0.8146
H -0.3281 2.5999 -0.3050 0.2924 -0.1474 -0.6485
H 1.2742 0.6406 1.4866 -1.4597 -0.2647 -2.3204
H 2.8359 -0.4694 0.4515 2.2723 -0.6640 2.4200
H 2.9904 0.4623 -1.1919 -1.8850 -0.9502 2.3817
H 0.0231 -2.4953 -0.5797 -0.1332 2.6588 1.7496
H 0.5902 -1.9475 1.0938 -0.5388 0.3818 -0.5981
H -1.0437 -0.9393 1.6905 -0.9067 2.4863 -2.9648
H -2.4495 -0.7330 -1.2353 0.4114 2.1610 3.4116
H -0.6594 0.5607 -1.4002 -0.6794 -1.2776 1.3696
N 1.0492 -0.5376 -0.4563 -0.4604 2.7401 0.3024
N -2.3283 -0.1329 -0.2403 -0.0957 -3.1702 -1.6260
```
Forces are in eV/Å.

## Properties
* Kohn-Sham gap: 0.35341 hartree
* HOMO energy: -0.315 Eh
* E: -9355.6353 eV
* SMILES string: C1[C@@H]2CN2C[C@@H]2N[C@@H]12

Löwdin population analysis, charges in e, atoms 1 to 2: -0.11 -0.22

---

3.
The following is a quantum chemistry calculation of a molecular structure, C6H10N2 at a distorted geometry, from the OMol25 dataset.

Structure (XYZ):
```
18
Properties=species:S:1:pos:R:3:forces:R:3
C -2.0407 -1.1946 0.0549 -2.8489 2.1186 -3.6409
C -1.5416 0.1810 0.1403 2.2010 4.5588 -0.7884
C -1.9819 1.5069 0.0037 0.0708 1.0155 -2.6287
C -0.0164 0.2662 0.1449 1.8750 -0.8795 -2.5865
C 2.0415 0.8926 -0.1845 4.4960 -0.3982 1.2409
C 2.1085 -0.6288 0.3649 -2.5925 4.2656 2.8687
H -3.1340 -1.0386 -0.1458 0.7405 -0.7529 -0.0622
H -1.9832 -1.5801 0.9739 0.5693 -2.4301 3.3037
H -1.5700 -1.7384 -0.8052 -0.4315 0.3523 1.1034
H -3.1990 2.1358 -0.1908 3.9725 -2.7167 0.8843
H -0.9279 2.1902 -0.4066 -3.8760 -1.4915 1.9972
H 2.4414 0.5227 -1.1824 -1.4910 1.6814 -0.0691
H 2.7295 1.7519 0.1901 -0.4732 -2.0342 -0.4070
H 2.8743 -1.1217 -0.0994 2.3759 -1.5178 -0.2695
H 2.0584 -0.4719 1.7027 0.0346 -1.3389 -3.9982
H 0.5145 -2.0679 -0.2934 0.9895 4.4737 0.0677
N 0.7528 1.3296 0.1498 -2.9854 -2.4582 -0.3869
N 0.8738 -0.9351 -0.4171 -2.6266 -2.4479 3.3717
```
Forces are in eV/Å.

## Properties
* Kohn-Sham gap: 0.33367 hartree
* HOMO energy: -0.320 Eh
* E: -9357.4298 eV

Löwdin population analysis, charges in e, atoms 1 to 2: -0.08 -0.33

---

4.
The following is a quantum chemistry calculation of a single C6H10N2 molecule at a distorted geometry, from the OMol25 dataset.

Structure (XYZ):
```
18
Properties=species:S:1:pos:R:3:forces:R:3
C -0.2018 2.1768 -0.3842 0.1807 -0.2523 0.0400
C 0.2527 -2.2517 0.0021 0.1197 -0.0765 -0.3440
C -1.7535 -0.6849 -0.5192 0.0388 0.1307 -0.1065
N 0.1321 1.4211 0.8287 0.4542 -0.1254 0.2355
C -0.3804 -0.8965 0.0419 -0.0030 0.2191 0.6499
N 0.2399 0.0191 0.6861 0.3323 -0.3308 -0.8223
C 1.4937 0.7629 0.9501 -1.3503 0.5281 -0.0181
C 2.7347 0.6094 1.1546 0.2688 -0.3678 0.1106
H 0.1918 3.1805 -0.2304 -0.0549 -0.0280 -0.0221
H 0.2596 1.7486 -1.2831 0.0145 -0.0344 0.0688
H -1.2825 2.2328 -0.5160 0.0519 0.0565 0.0241
H 1.3212 -2.2018 0.2188 -0.1133 0.1087 0.0625
H -0.2269 -2.9145 0.7259 -0.0230 0.0404 -0.0038
H -2.2325 0.2003 -0.1046 0.0748 -0.0260 0.0287
H -2.3818 -1.5508 -0.3073 0.0782 -0.0202 0.0044
H -1.7073 -0.5726 -1.6072 0.0121 -0.0290 0.0633
H 0.1149 -2.6978 -0.9910 -0.0226 0.0865 0.1739
H 3.4261 1.4190 1.3348 -0.0588 0.1205 -0.1450
```
Forces are in eV/Å.

## Properties
* Kohn-Sham gap: 0.28281 hartree
* HOMO energy: -0.262 Eh
* E: -9358.2945 eV

Löwdin population analysis, charges in e, atoms 1 to 2: -0.08 -0.01

---

5.
The following is a quantum chemistry calculation of a molecular structure, C6H10N2O at a distorted geometry, from the OMol25 dataset.

Structure (XYZ):
```
19
Properties=species:S:1:pos:R:3:forces:R:3
C 0.7281 0.7011 0.1984 2.8849 1.5878 -1.5193
C -0.1917 -0.2089 1.1818 -3.5160 6.7551 -1.1312
C -1.1276 -0.4104 -0.2540 4.2438 0.1248 1.3447
C 0.4479 -0.3462 -0.7202 -2.9352 -2.4993 -4.5965
C 1.1180 -1.6065 -0.0116 0.4888 1.4779 -5.3779
C 0.5642 -1.5241 1.2634 1.0865 1.0957 4.5755
H 0.8060 2.3849 -1.4009 0.5581 -1.3501 -0.0571
H 0.4704 3.0218 0.0840 -0.1102 -3.4359 -1.3570
H 1.8210 0.6035 0.2455 0.2162 0.7436 1.5141
H -0.6228 0.8581 1.8060 0.6752 -4.3677 0.0023
H -1.5720 -1.3288 -0.2072 -0.5375 -2.7817 0.0470
H -3.0492 0.2258 -0.1527 2.9772 1.6336 -1.9741
H -1.6803 1.4338 -0.9061 -1.8146 -2.1050 0.9926
H 0.7464 -0.1644 -1.8201 -0.4476 -0.6206 1.3387
H 1.9340 -1.8686 -0.6821 0.9693 -0.3207 1.3981
H 1.0338 -1.6474 2.2857 -0.3678 -0.9120 -1.5601
N 0.4130 2.0689 -0.5237 -1.3584 2.2411 4.1640
N -2.1029 0.4380 -0.7325 -1.5760 2.3501 0.6586
O 0.2639 -2.6307 0.3464 -1.4364 0.3833 1.5374
```
Forces are in eV/Å.

## Properties
* Kohn-Sham gap: 0.32977 hartree
* HOMO energy: -0.295 Eh
* E: -11404.0852 eV

Löwdin population analysis, charges in e, atoms 1 to 2: -0.32 -0.07

---

6.
The following is a quantum chemistry calculation of a single C6H10N2O molecule at a distorted geometry, from the OMol25 dataset.

Structure (XYZ):
```
19
Properties=species:S:1:pos:R:3:forces:R:3
C 0.9734 -0.0531 0.8313 0.5373 -0.1850 0.2512
C 1.3186 -0.2606 -0.6429 -0.1801 -0.3305 -0.0400
C -1.0278 0.0810 2.3056 -0.4198 -0.1585 0.1476
N -0.4102 0.4650 1.0114 -1.0172 -0.2111 -2.5341
C 0.3278 0.3471 -1.6063 1.4009 0.4563 -1.7488
C 0.0479 -0.2257 -2.7916 0.0161 0.3981 0.9615
O -0.5078 1.7381 0.7529 0.3645 0.6924 0.6999
C -1.2858 -0.2828 -0.1502 0.1410 -0.2404 2.5751
N -2.2390 -0.8421 -0.4752 -0.2496 -0.0485 -0.1782
H 0.1844 1.4231 -1.4984 -0.4523 -0.2964 0.1764
H 1.0562 -0.9960 1.3759 -0.0095 0.1034 0.0347
H 1.6327 0.6959 1.2771 -0.3549 -0.0673 0.1230
H 2.3102 0.1672 -0.8263 -0.1722 -0.0706 -0.0600
H 1.3748 -1.3358 -0.8366 0.0994 0.1030 -0.0711
H -0.4575 0.5630 3.0989 0.1199 -0.0309 -0.1911
H -2.0431 0.4691 2.3084 0.0999 0.0121 -0.0989
H -1.0390 -1.0012 2.4098 0.0565 -0.0165 0.0089
H -0.5107 0.3039 -3.5480 -0.0451 0.0600 -0.0413
H 0.2951 -1.2561 -2.9959 0.0654 -0.1697 -0.0148
```
Forces are in eV/Å.

## Properties
* Kohn-Sham gap: 0.33087 hartree
* HOMO energy: -0.336 Eh
* E: -11406.3309 eV
* SMILES string: C=CCC[N@@+](C)([O-])C#N

Löwdin population analysis, charges in e, atoms 1 to 2: -0.12 -0.17

---

> Among the records above, which one has the lowest HOMO energy?

number 6

---

> Which formula does entry 5 have?

C6H10N2O

---

> Among the records above, which one has the highest Kohn-Sham gap?

number 2

---

> Look up the HOMO energy of the first one.

-0.310 Eh